Version w
{
  "formula": "C24H29N3O3S",
  "method": "ωB97M-V with the def2-TZVPD basis set",
  "spin_multiplicity": 1,
  "smiles": "Cc1ccc(CCNC(=O)CCn2ccc3cc(S(=O)(=O)N4CCCC4)ccc32)cc1",
  "mol_weight_g_mol": 439.581,
  "orbital_gap_ev": 8.951,
  "species": ["C", "C", "C", "C", "C", "C", "C", "N", "C", "O", "C", "C", "N", "C", "C", "C", "C", "C", "S", "O", "O", "N", "C", "C", "C", "C", "C", "C", "C", "C", "C", "H", "H", "H", "H", "H", "H", "H", "H", "H", "H", "H", "H", "H", "H", "H", "H", "H", "H", "H", "H", "H", "H", "H", "H", "H", "H", "H", "H", "H"],
  "positions_angstrom": [[4.30, 1.89, 0.29], [3.10, 1.65, -0.58], [1.88, 2.23, -0.26], [0.77, 2.02, -1.06], [0.85, 1.23, -2.20], [-0.39, 0.96, -3.02], [-1.20, -0.18, -2.39], [-0.45, -1.41, -2.43], [-1.05, -2.62, -2.51], [-2.25, -2.77, -2.62], [-0.07, -3.79, -2.44], [0.22, -4.14, -0.97], [0.85, -3.05, -0.28], [2.18, -2.72, -0.41], [2.47, -1.61, 0.33], [1.25, -1.21, 0.95], [0.92, -0.19, 1.84], [-0.37, -0.13, 2.30], [-0.74, 1.07, 3.60], [-1.29, 0.36, 4.71], [0.45, 1.85, 3.79], [-1.91, 2.14, 3.09], [-3.29, 1.71, 3.10], [-3.74, 1.63, 1.62], [-2.51, 2.04, 0.81], [-1.65, 2.80, 1.83], [-1.35, -1.04, 1.90], [-1.05, -2.04, 1.00], [0.26, -2.13, 0.54], [2.07, 0.65, -2.52], [3.18, 0.86, -1.72], [4.05, 1.71, 1.33], [4.62, 2.92, 0.20], [5.12, 1.24, 0.01], [1.80, 2.85, 0.62], [-0.17, 2.49, -0.81], [-1.01, 1.85, -3.06], [-0.11, 0.68, -4.04], [-1.44, 0.08, -1.35], [-2.13, -0.35, -2.93], [0.53, -1.34, -2.23], [-0.54, -4.65, -2.92], [0.85, -3.54, -2.96], [0.88, -5.01, -0.94], [-0.71, -4.38, -0.46], [2.83, -3.32, -1.01], [3.42, -1.14, 0.43], [1.64, 0.52, 2.20], [-3.89, 2.45, 3.64], [-3.36, 0.76, 3.64], [-4.08, 0.63, 1.35], [-4.57, 2.32, 1.44], [-2.76, 2.65, -0.05], [-1.97, 1.16, 0.47], [-0.58, 2.77, 1.63], [-1.98, 3.84, 1.91], [-2.34, -0.97, 2.32], [-1.81, -2.74, 0.68], [2.16, 0.05, -3.41], [4.12, 0.41, -2.00]],
  "nbo_charge": [-0.6498, 0.0622, -0.2230, -0.2128, -0.0261, -0.4266, -0.2118, -0.6287, 0.6761, -0.6285, -0.4978, -0.1960, -0.3836, -0.0279, -0.2992, -0.0503, -0.1652, -0.3732, 2.3221, -0.9408, -0.9496, -0.6568, -0.2367, -0.4298, -0.4302, -0.2343, -0.2079, -0.2575, 0.2222, -0.2255, -0.2304, 0.2208, 0.2247, 0.2123, 0.2150, 0.2091, 0.2210, 0.2155, 0.1918, 0.2309, 0.4080, 0.2414, 0.2111, 0.2130, 0.2218, 0.2142, 0.2303, 0.2449, 0.2026, 0.2321, 0.2165, 0.2114, 0.2162, 0.2154, 0.2254, 0.2000, 0.2263, 0.2280, 0.2089, 0.2084]
}

---

Version x
{
  "formula": "C24H29N3O3S",
  "method": "ωB97M-V with the def2-TZVPD basis set",
  "spin_multiplicity": 1,
  "smiles": "CCOc1ccc([C@@H]2CC(=O)n3nc([C@]45C[C@H]6C[C@H](C[C@H](C6)C4)C5)nc3S2)cc1OC",
  "mol_weight_g_mol": 439.581,
  "orbital_gap_ev": 9.000,
  "species": ["C", "C", "O", "C", "C", "C", "C", "C", "C", "C", "O", "N", "N", "C", "C", "C", "C", "C", "C", "C", "C", "C", "C", "C", "N", "C", "S", "C", "C", "O", "C", "H", "H", "H", "H", "H", "H", "H", "H", "H", "H", "H", "H", "H", "H", "H", "H", "H", "H", "H", "H", "H", "H", "H", "H", "H", "H", "H", "H", "H"],
  "positions_angstrom": [[-8.68, 0.05, 0.97], [-8.44, -0.54, -0.41], [-7.48, 0.20, -1.15], [-6.18, 0.28, -0.77], [-5.50, 1.37, -1.30], [-4.16, 1.60, -1.05], [-3.46, 0.73, -0.22], [-2.00, 0.90, 0.10], [-1.49, 2.33, 0.02], [-0.09, 2.49, 0.58], [0.27, 3.41, 1.26], [0.78, 1.47, 0.20], [2.11, 1.51, 0.45], [2.60, 0.46, -0.15], [4.03, 0.06, -0.14], [4.50, -0.16, -1.58], [5.96, -0.60, -1.58], [6.82, 0.49, -0.93], [6.35, 0.71, 0.51], [6.49, -0.60, 1.30], [5.64, -1.68, 0.64], [6.10, -1.90, -0.79], [4.18, -1.25, 0.65], [4.89, 1.15, 0.51], [1.65, -0.30, -0.78], [0.53, 0.34, -0.56], [-1.03, -0.15, -1.09], [-4.12, -0.37, 0.30], [-5.46, -0.63, 0.03], [-6.12, -1.73, 0.51], [-5.41, -2.65, 1.31], [-9.50, -0.47, 1.45], [-8.92, 1.11, 0.90], [-7.79, -0.06, 1.59], [-9.35, -0.45, -1.02], [-8.16, -1.59, -0.34], [-6.06, 2.05, -1.93], [-3.68, 2.46, -1.49], [-1.79, 0.48, 1.09], [-2.15, 3.00, 0.58], [-1.46, 2.66, -1.02], [4.38, 0.76, -2.15], [3.87, -0.93, -2.05], [6.29, -0.76, -2.61], [6.73, 1.42, -1.49], [7.87, 0.19, -0.94], [6.96, 1.48, 0.98], [6.18, -0.44, 2.33], [7.54, -0.91, 1.31], [5.74, -2.62, 1.21], [5.50, -2.69, -1.26], [7.15, -2.23, -0.80], [3.55, -2.01, 0.18], [3.83, -1.10, 1.67], [4.77, 2.09, -0.03], [4.54, 1.32, 1.53], [-3.56, -1.05, 0.92], [-5.05, -2.19, 2.24], [-4.57, -3.09, 0.77], [-6.13, -3.43, 1.56]],
  "nbo_charge": [-0.6380, -0.0615, -0.4940, 0.2565, -0.2309, -0.2091, -0.0701, -0.3041, -0.5238, 0.7122, -0.5075, -0.2964, -0.2697, 0.3758, -0.0953, -0.3957, -0.2182, -0.3984, -0.2205, -0.3984, -0.2183, -0.3983, -0.3938, -0.3886, -0.4968, 0.2050, 0.3147, -0.2879, 0.3032, -0.5221, -0.2524, 0.2160, 0.2119, 0.2106, 0.1866, 0.1910, 0.2287, 0.2149, 0.2283, 0.2546, 0.2426, 0.2085, 0.2235, 0.2108, 0.2046, 0.2038, 0.2113, 0.2048, 0.2039, 0.2104, 0.2053, 0.2044, 0.2194, 0.2091, 0.2159, 0.2199, 0.2197, 0.1775, 0.1814, 0.2032]
}

---

Name the least stable of them. version x.

---

Version w
{
  "formula": "C4H7NOS2",
  "method": "ωB97M-V with the def2-TZVPD basis set",
  "spin_multiplicity": 1,
  "mol_weight_g_mol": 149.240,
  "orbital_gap_ev": 8.670,
  "species": ["C", "C", "C", "C", "H", "H", "H", "H", "H", "H", "H", "N", "O", "S", "S"],
  "positions_angstrom": [[1.27, 0.14, 1.40], [0.86, -0.94, 0.44], [-1.75, -0.22, -0.19], [-0.95, 0.60, -1.19], [0.90, 0.07, 2.55], [0.84, 1.19, 1.13], [2.34, 0.21, 1.16], [1.30, -1.95, 0.63], [-2.48, -0.83, -0.92], [-2.61, 0.47, 0.60], [1.02, 1.13, -1.93], [0.37, 0.32, -1.43], [1.27, -0.61, -0.90], [-0.83, -1.49, 0.77], [-1.55, 1.93, -2.12]],
  "nbo_charge": [-0.6755, -0.0756, -0.6599, 0.0985, 0.2523, 0.2267, 0.2257, 0.2277, 0.2854, 0.2855, 0.4376, -0.3127, -0.3360, 0.2260, -0.2057]
}

---

Version x
{
  "formula": "C4H7NOS2",
  "method": "ωB97M-V with the def2-TZVPD basis set",
  "spin_multiplicity": 1,
  "smiles": "CSCO/N=C/C=S",
  "mol_weight_g_mol": 149.240,
  "orbital_gap_ev": 8.077,
  "species": ["C", "S", "C", "O", "N", "C", "C", "S", "H", "H", "H", "H", "H", "H", "H"],
  "positions_angstrom": [[-2.37, 0.08, 0.08], [-1.90, 0.78, -1.52], [-0.33, 1.55, -1.11], [0.79, 0.69, -1.10], [0.87, 0.04, 0.10], [1.84, -0.81, 0.11], [2.06, -1.54, 1.35], [3.20, -2.65, 1.56], [-3.37, -0.37, -0.04], [-2.43, 0.86, 0.85], [-1.65, -0.67, 0.40], [-0.14, 2.26, -1.91], [-0.39, 2.06, -0.17], [2.48, -0.98, -0.75], [1.34, -1.29, 2.14]],
  "nbo_charge": [-0.7461, 0.1942, -0.2296, -0.3672, -0.0821, -0.0452, -0.3223, 0.0863, 0.2327, 0.2164, 0.2264, 0.2181, 0.2008, 0.2058, 0.2117]
}

---

Name the least stable of them. version w.